Entry 1:
C24H19Cl2FeN4S2 as an isolated structure, computed with ωB97M-V/def2-TZVPD.

The multiplicity is 5. The HOMO energy (spin up / spin down) is -3.28 / -4.02 eV. The expectation value of S² is 6.090. For the max |F|, the calculation gives 0.53 eV/A. As for the gap between HOMO and LUMO (spin up / spin down): 6.0 / 4.9 eV. The total energy comes out at -112260.942 eV. The value obtained for the energy relative to the best compared isomer or geometry (same formula, charge and spin) is 1.933 eV. The net charge is -1.

XYZ file:
```
52
Properties=species:S:1:pos:R:3:forces:R:3:mulliken_charge:R:1
Fe 0.544 0.098 0.754 0.489 -0.130 0.142 -0.601
C -1.774 5.081 -0.072 0.001 0.025 0.006 -0.514
C -0.518 5.074 -0.668 -0.015 0.009 -0.026 -0.748
C 0.409 4.089 -0.373 -0.005 0.000 0.015 0.179
C 0.110 3.070 0.547 -0.037 -0.054 0.131 -0.621
C -1.155 3.095 1.144 0.002 0.017 -0.043 0.126
C -2.081 4.075 0.835 -0.027 0.005 -0.008 -0.580
N 0.966 2.005 0.816 0.047 0.254 -0.215 -0.002
C 2.340 2.216 0.715 0.068 0.003 -0.011 -0.174
C 3.021 3.390 1.030 -0.018 0.022 -0.048 -0.291
C 4.404 3.465 0.891 0.020 0.041 0.036 -0.656
C 5.144 2.374 0.454 -0.027 -0.068 -0.030 -0.514
C 4.495 1.180 0.160 0.101 0.113 0.017 -0.598
C 3.117 1.107 0.304 -0.148 -0.256 -0.114 0.457
N 2.342 -0.025 0.129 -0.024 -0.008 0.096 0.978
N 2.846 -1.144 -0.368 -0.174 0.021 0.070 -1.110
C 1.913 -2.115 -0.270 0.200 0.141 -0.020 0.355
C 2.182 -3.428 -0.722 -0.007 0.007 0.032 -0.650
C 1.235 -4.397 -0.553 -0.016 -0.032 -0.026 -0.133
C 0.009 -4.081 0.062 -0.007 0.032 0.027 -0.837
C -0.205 -2.786 0.462 0.161 0.022 -0.112 -0.033
N 0.707 -1.810 0.293 -0.265 -0.267 -0.098 0.477
H -2.495 5.852 -0.311 -0.007 0.002 -0.005 0.363
H -0.258 5.840 -1.390 -0.009 0.008 0.002 0.340
H 1.369 4.090 -0.872 0.000 0.000 -0.001 0.482
H -1.399 2.319 1.851 -0.013 -0.043 0.065 0.315
H -3.052 4.047 1.315 -0.020 0.009 0.003 0.446
H 2.461 4.249 1.373 0.015 0.021 0.015 0.503
H 4.908 4.391 1.141 0.005 0.007 -0.002 0.365
H 6.220 2.448 0.355 0.005 -0.004 -0.004 0.361
H 5.033 0.299 -0.164 0.001 -0.004 -0.003 0.445
H 3.140 -3.625 -1.180 0.021 0.002 0.002 0.454
H 1.433 -5.407 -0.892 -0.018 -0.012 0.011 0.369
H -0.759 -4.825 0.218 0.001 -0.023 -0.013 0.414
H -1.127 -2.464 0.926 -0.033 -0.034 -0.007 0.138
S -0.557 -0.429 2.740 0.016 0.115 0.507 -0.338
C -2.056 0.313 3.072 -0.146 -0.113 -0.049 -0.011
C -2.244 0.936 4.334 0.095 -0.113 -0.010 -0.478
C -3.413 1.552 4.670 -0.115 0.063 -0.016 -0.562
C -4.495 1.577 3.759 0.050 -0.012 0.059 -0.486
C -4.363 0.974 2.546 0.063 -0.043 -0.123 -0.597
C -3.159 0.309 2.147 -0.138 0.253 0.141 0.620
S -3.088 -0.429 0.637 -0.070 -0.099 -0.111 -0.249
H -1.406 0.938 5.018 0.007 -0.021 0.004 0.397
H -3.507 2.041 5.632 -0.005 0.004 0.013 0.353
H -5.420 2.073 4.025 -0.001 0.000 0.007 0.352
H -5.176 0.976 1.832 -0.005 0.019 -0.004 0.394
Cl -0.633 0.726 -1.571 0.034 0.116 -0.326 0.127
C -1.773 -0.147 -2.607 -0.034 0.116 -0.005 -0.597
Cl -1.675 -1.901 -2.435 0.026 -0.046 -0.005 -0.112
H -1.527 0.102 -3.633 -0.052 0.017 0.025 0.360
H -2.771 0.178 -2.333 0.007 -0.080 0.013 0.323
```
Forces are in eV/Å.

=====

Entry 2:
C24H19Cl5N9O2RuS2 as an isolated structure in a non-equilibrium geometry, computed with ωB97M-V/def2-TZVPD.

The multiplicity is 2. The HOMO energy (spin up / spin down) is -8.37 / -8.43 eV. The expectation value of S² is 0.758. For the max |F|, the calculation gives 1.00 eV/A. As for the gap between HOMO and LUMO (spin up / spin down): 7.9 / 7.4 eV. The total energy comes out at -129563.176 eV. The value obtained for the energy relative to the best compared isomer or geometry (same formula, charge and spin) is 0.384 eV. The net charge is 0.

XYZ file:
```
62
Properties=species:S:1:pos:R:3:forces:R:3:mulliken_charge:R:1
Ru 0.227 0.051 1.803 0.175 0.503 0.847 0.395
N -1.304 3.157 2.188 0.045 -0.178 0.010 -0.044
C -0.719 2.576 3.284 -0.178 0.038 -0.038 0.136
N -0.744 3.120 4.478 0.016 -0.094 -0.069 -0.513
N -0.114 2.218 5.266 -0.040 0.096 0.166 -0.680
N 0.260 1.199 4.607 0.165 -0.072 -0.219 -0.338
N -0.092 1.385 3.294 0.265 0.196 -0.263 0.516
C -1.343 2.565 0.961 0.243 -0.085 0.091 0.454
N -1.813 3.123 -0.136 0.026 0.026 0.096 -0.682
N -1.575 2.213 -1.103 -0.003 0.040 -0.143 -0.780
N -1.005 1.173 -0.632 0.101 -0.060 0.025 0.113
N -0.834 1.347 0.707 -0.431 -0.111 -0.221 0.422
H -1.731 4.060 2.308 0.002 -0.006 -0.009 0.237
Cl 2.105 -0.895 3.283 -0.235 -0.300 -0.138 -0.121
C 0.635 -1.578 3.955 0.012 -0.140 -0.210 1.656
C -0.454 -1.212 3.199 -0.338 0.092 0.160 -0.978
C -1.696 -1.642 3.622 0.065 0.018 0.177 0.434
Cl -3.118 -1.121 2.813 -0.098 0.067 -0.123 -0.173
C -1.805 -2.441 4.766 0.002 -0.062 0.025 0.035
Cl -3.348 -2.992 5.291 0.008 0.030 -0.031 -0.194
C -0.671 -2.795 5.502 0.056 0.022 -0.035 0.594
Cl -0.808 -3.768 6.911 -0.001 -0.005 -0.005 -0.187
C 0.587 -2.350 5.097 -0.016 0.032 -0.095 -0.206
Cl 2.020 -2.717 5.960 0.010 -0.010 0.013 -0.202
O 2.217 0.270 0.353 -0.304 0.053 0.024 -0.226
S 3.485 0.480 -0.422 0.228 0.111 -0.057 -0.008
C 3.845 -1.057 -1.322 -0.014 0.061 0.058 -1.125
C 2.729 -1.580 -2.212 -0.024 0.015 0.098 -0.855
C 1.568 -2.148 -1.376 0.042 0.040 0.041 -0.419
C 0.228 -1.617 -1.853 -0.133 0.088 0.104 -0.491
S -1.040 -2.250 -0.736 0.028 -0.093 0.055 -0.132
O -0.759 -1.599 0.601 0.325 -0.005 -0.094 0.013
C -2.504 -1.508 -1.444 0.132 0.064 -0.050 0.792
C -2.894 -1.932 -2.707 0.013 -0.046 -0.016 -0.592
C -4.026 -1.381 -3.284 -0.003 -0.019 -0.032 -0.528
C -4.759 -0.426 -2.595 -0.001 0.018 0.032 -0.550
C -4.372 -0.034 -1.323 -0.040 0.015 -0.006 -0.688
C -3.242 -0.580 -0.735 -0.061 -0.092 0.043 0.232
C 3.056 1.543 -1.798 0.065 -0.081 0.030 0.511
C 1.886 2.274 -1.704 -0.028 -0.042 -0.031 -0.332
C 1.530 3.122 -2.744 -0.043 0.008 0.005 -0.400
C 2.356 3.250 -3.848 0.000 0.005 -0.013 -0.587
C 3.547 2.535 -3.918 0.011 -0.019 0.003 -0.507
C 3.905 1.678 -2.891 0.031 0.041 -0.017 -0.464
H 4.080 -1.763 -0.521 0.046 -0.007 -0.015 0.459
H 4.775 -0.855 -1.856 -0.023 0.022 -0.040 0.565
H 3.143 -2.342 -2.875 -0.013 -0.001 0.005 0.528
H 2.375 -0.771 -2.855 0.005 -0.011 -0.001 0.418
H 1.702 -1.836 -0.341 -0.063 -0.089 -0.021 0.095
H 1.570 -3.240 -1.373 0.031 -0.013 -0.125 0.458
H -0.013 -1.939 -2.867 -0.084 -0.041 0.019 0.599
H 0.156 -0.530 -1.776 0.054 0.001 -0.068 0.104
H -2.326 -2.686 -3.239 0.012 -0.014 -0.007 0.424
H -4.335 -1.700 -4.270 0.005 0.001 -0.007 0.381
H -5.636 0.013 -3.053 -0.016 0.000 0.000 0.385
H -4.939 0.716 -0.788 -0.017 -0.011 0.010 0.423
H -2.927 -0.289 0.254 0.027 0.024 0.026 -0.118
H 1.252 2.164 -0.839 -0.053 -0.034 0.033 0.192
H 0.596 3.664 -2.684 -0.002 0.015 0.007 0.456
H 2.077 3.908 -4.660 -0.002 0.007 -0.005 0.383
H 4.195 2.641 -4.777 0.010 0.003 -0.001 0.403
H 4.836 1.129 -2.949 0.005 -0.010 0.001 0.304
```
Forces are in eV/Å.

=====

Entry 3:
C24H19ClN5NaO5 as an isolated structure, computed with ωB97M-V/def2-TZVPD.

The HOMO energy is -1.78 eV. For the max |F|, the calculation gives 0.20 eV/A. As for the gap between HOMO and LUMO: 5.9 eV. The total energy comes out at -59824.652 eV. The value obtained for the energy relative to the best compared isomer or geometry (same formula, charge and spin) is 0.065 eV. The net charge is -2.

XYZ file:
```
55
Properties=species:S:1:pos:R:3:forces:R:3:mulliken_charge:R:1
Na -0.900 0.453 -0.186 0.183 0.060 0.066 0.881
Cl 4.407 4.910 -2.512 -0.002 -0.003 0.022 -0.312
C 3.407 3.901 -1.469 0.024 -0.021 -0.026 0.213
C 2.877 4.436 -0.287 -0.013 -0.027 0.003 -0.462
C 2.073 3.669 0.510 -0.017 0.043 0.007 -0.733
C 1.722 2.299 0.202 0.036 -0.034 0.032 -0.037
O 0.942 1.651 0.934 0.014 0.035 -0.014 -0.650
C 2.334 1.782 -1.009 -0.067 0.006 -0.003 1.264
C 2.108 0.443 -1.491 0.066 -0.009 -0.048 -0.582
N 1.561 -0.514 -0.840 -0.111 0.084 0.124 -0.240
C 1.497 -1.772 -1.407 0.086 -0.052 -0.112 0.138
C 2.533 -2.344 -2.115 -0.026 -0.011 0.007 -0.217
C 2.432 -3.647 -2.644 -0.005 -0.008 0.004 -0.667
C 1.305 -4.393 -2.459 0.018 -0.005 -0.013 -0.860
C 0.226 -3.857 -1.713 -0.019 0.044 0.024 0.908
C -0.968 -4.573 -1.469 -0.004 -0.010 0.007 -0.738
C -1.957 -4.000 -0.728 -0.043 -0.034 0.006 -0.877
C -1.763 -2.699 -0.211 0.070 0.093 0.011 -0.260
N -0.674 -2.007 -0.424 -0.011 -0.161 -0.112 0.280
C 0.315 -2.555 -1.172 0.033 -0.037 0.008 -0.078
C 3.125 2.606 -1.819 0.017 0.028 -0.022 -0.796
H 3.099 5.464 -0.022 0.000 0.000 0.003 0.354
H 1.638 4.084 1.412 0.000 -0.009 0.001 0.370
H 2.446 0.267 -2.525 0.001 0.011 0.008 0.356
H 3.447 -1.780 -2.250 0.003 -0.001 0.008 0.503
H 3.268 -4.056 -3.200 -0.002 0.000 -0.001 0.349
H 1.222 -5.395 -2.866 -0.006 0.001 0.001 0.329
H -1.076 -5.573 -1.878 -0.003 0.001 0.000 0.357
H -2.885 -4.521 -0.527 0.003 -0.002 -0.001 0.394
H -2.514 -2.201 0.394 -0.012 -0.003 0.002 0.439
H 3.516 2.206 -2.750 0.000 -0.006 0.004 0.354
O -1.229 -0.043 -2.648 -0.048 -0.088 -0.051 -0.401
N -0.937 0.852 -3.472 0.061 0.090 0.029 -0.730
N -0.637 1.995 -2.919 -0.133 -0.124 0.054 0.918
O -0.634 2.198 -1.637 -0.064 0.144 -0.048 -0.768
C -0.243 3.044 -3.782 0.114 0.016 -0.040 0.010
C 0.389 4.143 -3.209 -0.011 0.005 0.024 -0.257
C 0.831 5.180 -4.016 -0.008 0.006 -0.025 -0.504
C 0.633 5.143 -5.390 -0.006 -0.016 0.002 -0.506
C -0.014 4.047 -5.952 0.015 0.035 -0.006 -0.356
C -0.453 2.999 -5.161 -0.011 -0.039 0.019 -0.324
H 0.537 4.141 -2.138 -0.006 0.003 -0.001 0.451
H 1.353 6.016 -3.565 -0.005 -0.004 0.012 0.361
H 0.983 5.955 -6.017 -0.003 -0.001 -0.004 0.355
H -0.179 4.008 -7.023 -0.003 -0.008 0.001 0.336
H -0.949 2.141 -5.589 0.003 0.005 -0.008 0.451
N -0.320 -0.040 3.284 -0.024 -0.001 0.019 -0.772
C -1.711 0.181 3.666 0.032 -0.060 0.007 -0.434
C -2.793 0.035 2.566 0.059 0.122 -0.002 0.404
O -3.974 0.141 2.948 0.000 -0.058 0.003 -0.839
O -2.373 -0.184 1.398 -0.180 -0.019 0.002 -0.626
H 0.015 0.735 2.717 0.002 0.000 0.004 0.364
H -0.299 -0.823 2.638 0.003 0.003 -0.006 0.341
H -1.815 1.180 4.097 -0.005 0.002 -0.006 0.310
H -1.991 -0.519 4.460 0.005 0.015 0.022 0.234
```
Forces are in eV/Å.